Below is 2 unconnected molecules or ions with the total composition C9H14NO at a distorted geometry, with properties calculated with wB97M-V/def2-TZVPD.

HOMO	-0.421	Eh
frontier orbital gap	6.9	eV
E	-480.91345	Ha
charge	+1
relative energy (zero: lowest compared OMol25 entry of this formula, charge and spin)	101.1	kcal/mol

Structure (XYZ):
```
25
C9H14NO, DFT wB97M-V/def2-TZVPD
C 1.157 -0.120 -3.505
C 1.195 0.041 -2.047
C 0.312 -0.254 -1.144
C 0.252 -0.910 -3.987
C -1.989 1.543 1.886
C -0.420 1.705 1.794
C -1.078 0.469 2.102
C 2.675 0.373 -1.548
C -1.534 -1.798 3.035
N -0.747 -0.744 2.382
O -0.505 -0.274 -0.307
H 1.946 0.367 -4.073
H 0.223 -0.943 -5.111
H -0.544 -1.226 -3.446
H -2.598 2.024 2.637
H -2.462 1.689 0.936
H 0.116 1.666 0.834
H 0.137 2.194 2.598
H 2.954 0.036 -0.560
H 2.783 1.438 -1.632
H 3.245 -0.120 -2.281
H -0.972 -2.062 3.905
H -2.510 -1.397 3.283
H -1.607 -2.657 2.456
H -0.028 -1.043 1.792
```